This record from the OMol25 dataset describes a structure of composition C19H24N6O2PdS. The level of theory is wB97M-V/def2-TZVPD.

Each line ends with the Mulliken charge.
Element x y z (Å)
Pd: -0.23930 -0.11037 -0.42115  0.75
C: -3.54051 1.92619 2.15826  -0.78
N: -2.40822 1.31442 2.85918  0.11
C: -2.34960 1.37847 4.32541  -0.90
C: -1.47729 0.70255 2.15928  0.89
C: -0.33472 0.04637 2.87003  -1.43
O: -1.58068 0.69111 0.88831  -0.69
H: -4.25213 2.28916 2.89161  0.33
H: -4.03466 1.18896 1.52787  0.26
H: -3.20602 2.75919 1.54121  0.27
H: -3.10616 2.07473 4.67017  0.32
H: -1.37934 1.73879 4.65985  0.35
H: -2.54771 0.40259 4.76775  0.34
H: -0.69627 -0.61959 3.65308  0.56
H: 0.29923 0.79737 3.34544  0.42
H: 0.26405 -0.52510 2.16665  0.13
N: 3.99874 1.01702 -4.96463  -0.37
C: 3.40659 0.27244 -4.32298  -0.22
C: 2.66790 -0.63327 -3.48817  0.18
C: 2.86129 -2.01018 -3.53564  -0.16
C: 2.11443 -2.81197 -2.68910  -0.88
C: 1.20862 -2.22566 -1.82735  -0.24
N: 1.03498 -0.89542 -1.78220  0.11
C: 1.74429 -0.11091 -2.59643  -0.13
H: 3.58172 -2.43531 -4.22147  0.55
H: 2.23049 -3.88609 -2.69077  0.45
H: 0.59605 -2.81169 -1.15756  0.51
H: 1.57798 0.95507 -2.53874  0.59
C: -4.69422 -2.66202 -2.18632  -1.01
N: -3.30480 -2.60881 -1.74985  -0.18
C: -2.71021 -1.53930 -1.23254  0.66
N: -3.39105 -0.38735 -1.13712  -0.21
O: -1.49940 -1.63994 -0.84917  -0.54
H: -4.89696 -3.66055 -2.55970  0.32
H: -4.87976 -1.95645 -2.99707  0.34
H: -5.37479 -2.46744 -1.35657  0.34
H: -2.72878 -3.43004 -1.82995  0.27
H: -4.35940 -0.33395 -1.40278  0.24
H: -3.01324 0.33525 -0.54642  0.17
S: 2.08038 3.68377 0.18779  -0.15
C: 0.80736 2.61135 -0.13225  -0.42
N: 1.08063 1.34260 0.02598  0.43
C: 2.39566 1.14581 0.45180  -0.23
C: 3.00779 -0.07521 0.74422  -0.31
C: 4.32198 -0.05827 1.15413  -0.82
C: 5.03080 1.14710 1.27809  -0.58
C: 4.43419 2.35680 1.00285  -0.55
C: 3.10168 2.34232 0.58904  0.87
H: -0.16324 2.95947 -0.45485  0.38
H: 2.46067 -1.00492 0.65812  0.34
H: 4.81965 -0.98916 1.38948  0.43
H: 6.06249 1.12461 1.60086  0.44
H: 4.97884 3.28546 1.10435  0.45

Results
2S+1: 1
net charge: +2
energy above the lowest of the compared OMol25 structures with the same formula, charge and spin: 0.0 kJ/mol
frontier orbital gap: 8.6 eV
HOMO: -14.70 eV
total energy: -47431.657 eV

This record from the OMol25 dataset describes the molecule C3H4O3S2 in a non-equilibrium geometry. The level of theory is wB97M-V/def2-TZVPD.

Each line ends with the Mulliken charge.
Element x y z (Å)
O: 2.11831 1.13890 -0.44296  -0.60
C: 1.35366 0.23569 -0.06864  0.73
S: 1.78132 -1.45728 -0.07716  -0.14
C: 0.04456 0.65332 0.61212  -0.10
O: -0.00809 2.05023 0.53993  -0.68
C: -1.28321 0.17714 -0.06537  0.27
O: -1.86163 1.18466 -0.69385  -0.50
S: -1.97087 -1.30291 0.06692  -0.29
H: 0.71365 -1.88317 0.59461  0.13
H: 0.09531 0.26355 1.63775  0.37
H: 0.88996 2.42924 0.27260  0.39
H: -1.34496 1.96625 -0.43480  0.42

Results
2S+1: 1
net charge: 0
energy above the lowest of the compared OMol25 structures with the same formula, charge and spin: 11.9 kJ/mol
frontier orbital gap: 9.1 eV
HOMO: -9.25 eV
total energy: -30988.216 eV
SMILES string: O=C(S)[C@@H](O)C(O)=S

This record from the OMol25 dataset describes the molecule C6H7ClN2O in a non-equilibrium geometry. The level of theory is wB97M-V/def2-TZVPD.

Each line ends with the Mulliken charge.
Element x y z (Å)
C: 1.58387 -1.94419 0.13264  -1.40
C: 1.36855 -0.51015 -0.06209  0.72
O: 2.26732 0.27778 -0.28415  -0.55
C: -0.03949 -0.17653 -0.24188  0.48
C: -1.09301 -1.03951 -0.32550  -0.62
C: -2.24044 -0.10689 -0.22609  0.13
Cl: -3.87328 -0.52751 0.00398  -0.18
N: -1.85347 1.13548 -0.25760  -0.91
N: -0.49224 1.11443 -0.15305  0.73
C: 0.06798 2.41693 0.11288  -0.71
H: 0.92492 -2.59995 -0.59049  0.31
H: 1.37759 -2.13146 1.19429  0.34
H: 2.58681 -2.09933 0.01669  0.43
H: -1.03937 -2.06240 -0.17789  0.39
H: 0.72874 2.19207 1.00786  0.30
H: 0.56899 2.95448 -0.74328  0.25
H: -0.84347 3.10676 0.59369  0.28

Results
2S+1: 1
net charge: 0
energy above the lowest of the compared OMol25 structures with the same formula, charge and spin: 128.8 kJ/mol
frontier orbital gap: 9.4 eV
HOMO: -9.31 eV
total energy: -23883.865 eV
SMILES string: CC(=O)c1cc(Cl)nn1C

This record from the OMol25 dataset describes a structure of composition C22H46KN7O9 in a non-equilibrium geometry. The level of theory is wB97M-V/def2-TZVPD.

Each line ends with the Mulliken charge.
Element x y z (Å)
C: -5.30920 -2.17198 -3.59066  -0.97
C: -4.05630 -1.18545 -3.34517  -0.59
C: -2.64060 -1.92749 -3.19182  -0.47
C: -2.58242 -3.04399 -2.03407  -0.60
C: -1.85703 -2.56517 -0.67605  -0.01
C: -0.42259 -3.33253 -0.40048  -1.35
C: 0.73187 -2.23490 0.06588  0.65
C: 0.48385 -1.90040 1.63097  -1.45
C: 1.72007 -1.21345 2.40097  -1.44
N: 1.71273 0.27164 2.44063  0.54
C: 0.68668 1.12552 3.16212  -0.58
C: -0.39237 0.29617 4.01107  0.15
C: -0.92093 1.31937 5.16200  -0.02
N: -1.94510 2.35202 4.91303  -0.44
O: -0.39409 1.24807 6.31366  -0.53
C: 2.70372 1.00404 1.82694  -0.88
N: 3.85507 0.43917 1.10454  -0.17
C: 3.50824 -0.15852 -0.22514  -0.46
N: 2.51730 0.57955 -1.02929  -0.26
N: 2.66404 2.50258 1.92130  0.67
C: 3.82337 3.00761 2.73868  -0.66
N: 3.48292 4.29212 3.41985  -0.36
C: 3.76752 5.48794 2.56119  -0.61
O: 2.79621 3.08086 0.67889  -0.39
C: 1.49785 3.52531 0.28856  0.54
N: 0.46055 4.12508 0.10535  -0.50
H: -5.01292 -3.25438 -3.80516  0.29
H: -6.00902 -1.75797 -4.41449  0.31
H: -5.94881 -2.17457 -2.62939  0.23
H: -3.99536 -0.50553 -4.28101  0.31
H: -4.24208 -0.45788 -2.46270  0.29
H: -1.82383 -1.11977 -3.08158  0.20
H: -2.43597 -2.45395 -4.20420  0.28
H: -1.99774 -3.94111 -2.47489  0.33
H: -3.66095 -3.37445 -1.76715  0.31
H: -1.71820 -1.43019 -0.72057  0.32
H: -2.56931 -2.78643 0.22948  -0.14
H: -0.53020 -4.20699 0.35280  0.45
H: -0.06531 -3.70957 -1.43030  0.44
H: 0.52876 -1.27593 -0.52312  -0.11
H: 1.73165 -2.73730 -0.16603  0.35
H: 0.27131 -2.93411 2.16930  0.97
H: -0.51662 -1.29331 1.71458  0.50
H: 1.65935 -1.57041 3.50492  0.43
H: 2.67625 -1.67974 1.98373  0.40
H: 1.18976 1.84890 3.91688  0.34
H: 0.18668 1.79054 2.36784  0.20
H: -1.29961 0.06784 3.33031  0.05
H: 0.01257 -0.61910 4.55921  0.30
H: -1.52568 3.25748 4.65492  0.29
H: -2.64878 2.04275 4.21819  0.24
H: 4.35717 -0.25350 1.70128  0.38
H: 3.26032 -1.27457 -0.06612  0.14
H: 4.49082 -0.16203 -0.84416  0.34
H: 2.83101 1.51329 -1.31645  0.30
H: 1.57052 0.57264 -0.63363  0.07
H: 4.03641 2.24908 3.58720  0.32
H: 4.78810 3.08221 2.11203  0.32
H: 3.97809 4.38166 4.31863  0.29
H: 4.39163 6.30092 3.08883  0.31
H: 2.74921 5.91817 2.21056  0.21
H: 4.30811 5.14960 1.60827  0.18
C: -4.85446 0.04414 5.98530  0.50
O: -5.11134 1.12049 5.37303  -0.76
O: -3.50952 -0.13842 6.11148  -0.47
O: -5.60032 -0.82591 6.46122  -0.72
H: -3.32605 0.69808 5.64547  0.49
K: -1.70664 -2.89149 2.33664  1.02
C: 1.13509 0.54380 -8.22036  -1.09
C: 0.61043 -0.84931 -7.92893  -0.15
O: 1.42880 -1.51033 -6.95563  -0.39
C: 1.21169 -1.15589 -5.67852  0.71
O: 0.39590 -0.35166 -5.29240  -0.56
O: 2.07601 -1.83315 -4.90362  -0.38
C: 2.00548 -1.48580 -3.52192  -0.15
H: 2.19155 0.50601 -8.49921  0.29
H: 0.57014 1.00775 -9.03171  0.36
H: 1.06150 1.18546 -7.33930  0.30
H: 0.65572 -1.45257 -8.83891  0.30
H: -0.43512 -0.82796 -7.60841  0.28
H: 0.98235 -1.56352 -3.14504  -0.13
H: 2.39532 -0.47830 -3.37083  0.31
H: 2.63114 -2.18672 -2.96620  0.30
O: -7.18547 2.43074 7.42655  -0.66
H: -6.43806 2.00566 7.01153  0.36

Results
2S+1: 1
net charge: 0
frontier orbital gap: 1.3 eV
HOMO: -4.59 eV
total energy: -68725.619 eV

This record from the OMol25 dataset describes a cluster of 2 separate species, CClO2S in total in a non-equilibrium geometry. The level of theory is wB97M-V/def2-TZVPD.

Each line ends with the Mulliken charge.
Element x y z (Å)
C: -0.06813 -0.20232 -0.74697  0.56
O: -1.08243 0.38384 -0.87070  -0.45
O: 0.65794 0.25369 0.98058  -0.48
S: 0.98124 -1.20889 -1.39352  -0.46
Cl: -0.48862 0.77368 2.03061  -0.17

Results
2S+1: 1
net charge: -1
energy above the lowest of the compared OMol25 structures with the same formula, charge and spin: 217.3 kJ/mol
frontier orbital gap: 7.8 eV
HOMO: -4.20 eV
total energy: -28489.581 eV

This record from the OMol25 dataset describes a structure of composition C28H41AlBeBr6CaCl3F5NNaO13PS in a non-equilibrium geometry. The level of theory is wB97M-V/def2-TZVPD.

Each line ends with the Mulliken charge.
Element x y z (Å)
C: 3.69126 -1.65456 1.97464  -0.18
C: 4.87521 -0.52668 1.82534  0.12
N: 4.94856 0.10050 0.41776  -0.20
C: 3.55680 0.15864 -0.17963  -0.16
C: 3.06964 -0.78625 -1.26522  0.59
C: 4.05486 -1.96637 -1.90519  -1.18
C: 4.56301 -1.64472 -3.43199  0.45
C: 3.69469 -2.56341 -4.48021  -0.93
F: 6.03324 -1.99201 -3.46196  -0.37
C: 1.50884 -0.72250 -1.87075  -0.11
O: 1.23510 -0.88864 -3.16068  -0.56
C: 0.38393 -0.36816 -0.68392  0.38
C: -1.14735 -1.04051 -0.66209  0.17
C: -1.49917 -2.03704 -1.92138  -0.43
C: -1.94510 -1.27637 -3.30359  -0.53
C: -1.82119 0.35797 -3.27105  0.63
O: -0.95654 0.98824 -4.11435  -0.82
O: -2.62661 1.27008 -2.41289  -0.36
C: -2.20950 -0.69368 0.58460  -0.33
C: -3.71117 -1.40254 0.63719  1.58
C: -3.42246 -3.01594 0.89807  -1.17
C: -4.65458 -1.08639 -0.66100  0.13
C: -5.72777 -2.31740 -1.02339  -0.86
C: -1.65802 0.35830 1.76401  -0.09
C: -2.71410 0.71269 2.96681  0.52
C: -3.89294 1.80931 2.51253  -0.80
C: -0.11947 1.01551 1.72917  0.42
P: 0.36654 2.13293 3.18111  1.20
O: 1.82992 2.70470 3.18847  -0.63
O: -0.86695 3.38558 3.43798  -0.54
O: 0.26361 1.11775 4.63834  -0.54
C: 0.91015 0.69297 0.50041  0.00
C: 2.41775 1.28991 0.29677  -0.11
O: 2.82573 2.55119 0.36076  -0.52
H: 3.92247 -2.26957 2.96933  0.60
H: 2.61081 -1.21854 2.10147  0.03
H: 3.79829 -2.42598 1.09468  -0.60
H: 5.90412 -1.10580 1.99358  -0.21
H: 4.79580 0.30542 2.67523  0.35
H: 5.32806 1.06882 0.60982  0.50
H: 4.95943 -2.16776 -1.15920  0.12
H: 3.41081 -2.95269 -1.90987  0.45
H: 4.37242 -0.51627 -3.69577  0.20
H: 2.81115 -3.16270 -4.00000  0.24
H: 3.21780 -1.80997 -5.26650  0.19
H: 4.37195 -3.31113 -5.09537  0.34
H: -2.30687 -2.85262 -1.69695  0.05
H: -0.49746 -2.63554 -2.17397  0.46
H: -1.20713 -1.64572 -4.16619  0.28
H: -3.02542 -1.62904 -3.66934  0.44
H: -2.07012 2.02629 -2.06344  0.30
H: -4.34657 -1.05843 1.58765  -1.00
H: -2.38732 -3.07413 1.46044  0.30
H: -3.49073 -3.67503 -0.06427  0.31
H: -4.26320 -3.40834 1.64118  0.35
H: -4.09321 -0.73555 -1.62344  -0.21
H: -5.35809 -0.17408 -0.34690  0.26
H: -5.10984 -3.22146 -1.45716  0.16
H: -6.15464 -2.65185 0.03948  0.23
H: -6.58257 -1.97762 -1.74617  0.27
H: -2.24178 1.15946 3.93768  0.17
H: -3.21500 -0.31974 3.29672  -0.75
H: -3.33017 2.82201 2.29445  0.25
H: -4.53866 2.00292 3.49554  0.29
H: -4.55888 1.42725 1.63011  0.16
H: -1.12591 3.79854 2.55889  0.33
H: 0.90432 1.57656 5.27098  0.31
Ca: 0.41743 2.65610 -4.08455  1.65
C: -9.15254 -2.48834 -3.11526  -0.52
O: -7.87868 -3.10594 -3.13122  -0.50
H: -9.23669 -1.87084 -2.21798  0.22
H: -9.26379 -1.85769 -4.00075  0.26
H: -9.93040 -3.25565 -3.10116  0.26
H: -7.83333 -3.64672 -3.93798  0.28
C: 2.95444 6.52267 -2.53248  -0.41
Br: 4.03273 7.98093 -3.23614  0.17
Br: 2.98200 4.97088 -3.70514  0.02
Br: 3.45935 6.06263 -0.71103  0.07
H: 1.91945 6.87843 -2.49719  0.45
F: -0.21958 6.25729 -9.01538  -0.45
Al: 1.26953 6.09199 -8.01616  0.79
F: 2.66653 5.69564 -9.08154  -0.45
F: 1.04063 4.77330 -6.81108  -0.36
F: 1.59086 7.64163 -7.15656  -0.45
O: 3.11068 -2.18176 5.23801  -0.52
S: 3.96961 -1.14013 5.83029  1.25
O: 4.94668 -1.76705 6.73899  -0.48
O: 3.13651 -0.18742 6.58638  -0.43
O: 4.68449 -0.42450 4.75777  -0.38
Be: 4.56959 9.03960 -0.93488  -0.18
O: -2.75780 -2.44028 4.25800  -0.58
H: -2.50301 -1.58719 4.55890  0.27
C: -5.64911 -0.01276 5.82936  -0.39
Br: -3.95805 0.69831 6.47669  -0.02
Br: -7.14215 1.15157 6.27556  -0.02
Br: -5.58566 -0.41155 3.92642  0.03
H: -5.81706 -0.96162 6.34945  0.48
Na: 4.56959 -3.82886 0.67459  0.98
C: 8.80272 -1.16012 3.72534  -0.02
Cl: 9.96163 -2.47653 3.47388  -0.12
Cl: 8.78915 -0.06820 2.33004  -0.13
Cl: 7.18072 -1.80776 4.02434  -0.05
H: 9.11375 -0.59088 4.60505  0.33

Results
2S+1: 1
net charge: +1
energy above the lowest of the compared OMol25 structures with the same formula, charge and spin: 1778.8 kJ/mol
frontier orbital gap: 1.2 eV
HOMO: -8.70 eV
total energy: -579165.281 eV